Entry 1:
This record from the Open Molecules 2025 dataset describes a structure of composition C37H33LaN4O2P2S2 in a non-equilibrium geometry. The level of theory is ωB97M-V with the def2-TZVPD basis set.

The largest force on an atom comes out at 0.0346 Eh/bohr. As for the spin multiplicity: 1. For the energy above the lowest of the compared OMol25 structures with the same formula, charge and spin, the calculation gives 0.0 kcal/mol. As for the energy: -3310.13871 Ha. The value obtained for the HOMO energy is -0.2560 Ha. For the frontier orbital gap, the calculation gives 0.2532 Ha.

XYZ file:
```
81
Properties=species:S:1:pos:R:3:forces:R:3
La -1.475 -1.042 -0.402 0.5 0.6 0.0
S -1.517 1.594 -1.698 0.0 0.0 0.0
P 0.453 1.575 -1.135 0.3 -0.7 0.6
C 0.662 0.425 0.133 0.4 -0.2 -0.5
P 1.820 -0.856 0.250 -0.9 1.5 -0.1
S 1.101 -2.559 -0.576 0.2 -0.3 -0.1
C 2.144 -1.320 2.002 -0.4 0.3 -0.4
C 1.248 -0.961 3.007 -0.1 0.4 0.0
C 1.410 -1.414 4.314 0.0 0.1 -0.1
C 2.468 -2.281 4.585 -0.3 0.0 0.3
C 3.356 -2.641 3.592 0.2 0.1 -0.8
C 3.203 -2.153 2.290 0.1 -0.4 0.7
C 3.458 -0.370 -0.391 0.4 -0.4 -0.5
C 4.136 -1.057 -1.405 0.0 0.1 0.5
C 5.360 -0.564 -1.857 -0.8 0.1 0.3
C 5.863 0.630 -1.389 0.5 -0.1 0.1
C 5.229 1.288 -0.351 -0.2 0.0 -0.1
C 4.047 0.783 0.136 -0.8 -0.1 0.4
C 0.887 3.314 -0.698 -0.3 -0.7 -0.1
C 1.349 3.552 0.586 0.1 -0.3 0.2
C 1.640 4.852 0.968 0.0 -0.5 0.5
C 1.451 5.876 0.084 0.3 1.1 -0.3
C 1.032 5.651 -1.218 -0.3 -0.5 -0.2
C 0.706 4.358 -1.613 0.3 -0.1 0.5
C 1.442 1.216 -2.653 -0.4 -0.2 0.7
C 2.630 1.831 -3.025 -0.2 0.4 0.2
C 3.392 1.290 -4.049 0.0 -0.2 0.3
C 3.001 0.115 -4.667 -0.4 0.1 -0.6
C 1.767 -0.439 -4.363 0.1 -0.4 0.0
C 1.015 0.087 -3.334 0.3 0.0 -0.5
H 0.441 -0.283 2.724 0.1 -0.1 0.2
H 0.735 -1.076 5.115 0.3 -0.3 -0.5
H 2.582 -2.714 5.568 0.0 0.1 0.2
H 4.186 -3.313 3.773 -0.1 0.0 0.3
H 3.890 -2.484 1.526 0.1 0.1 -0.2
H 3.745 -1.981 -1.819 -0.1 0.1 0.1
H 5.910 -1.115 -2.577 0.3 -0.4 -0.7
H 6.796 0.992 -1.799 0.1 0.1 0.1
H 5.629 2.180 0.095 0.2 0.3 0.0
H 3.536 1.299 0.948 0.1 0.0 -0.1
H 1.447 2.714 1.287 0.0 0.2 -0.3
H 2.008 5.064 1.959 0.0 0.0 0.2
H 1.654 6.897 0.393 0.0 -0.1 0.0
H 0.949 6.486 -1.893 -0.1 0.1 -0.2
H 0.301 4.122 -2.588 0.1 0.1 -0.2
H 2.926 2.755 -2.528 0.1 -0.3 -0.1
H 4.298 1.783 -4.327 0.5 0.2 -0.2
H 3.563 -0.341 -5.475 0.2 0.2 0.1
H 1.400 -1.297 -4.924 0.1 0.1 0.2
H 0.080 -0.379 -3.100 -0.4 -0.1 0.2
N -2.048 -3.662 0.290 -0.8 0.0 0.5
C -2.992 -4.256 -0.655 -1.0 -0.4 0.1
C -3.079 -3.502 -1.956 0.4 0.6 -1.3
O -3.910 -3.760 -2.819 0.2 -0.2 0.8
O -2.203 -2.555 -2.034 0.1 0.2 -0.4
H -1.103 -3.864 0.039 0.8 -0.3 -0.5
H -2.174 -4.149 1.168 0.0 0.2 0.3
H -4.014 -4.171 -0.262 0.2 -0.1 0.3
H -2.829 -5.319 -0.843 0.1 0.0 -0.1
N -4.253 -1.313 1.808 -0.4 0.2 0.2
C -3.549 -0.240 2.394 0.1 -0.4 0.1
C -3.792 0.135 3.712 -0.4 -0.2 -0.3
C -3.105 1.198 4.252 -0.2 -0.1 -0.2
C -2.216 1.885 3.449 0.5 -0.1 0.1
C -1.985 1.398 2.180 0.2 0.3 -0.1
N -2.605 0.330 1.667 0.1 0.1 -0.1
C -4.880 -1.185 0.536 0.0 -0.6 0.7
C -6.206 -1.555 0.395 -0.2 0.4 0.2
C -6.785 -1.478 -0.857 -0.8 -0.5 0.9
C -6.037 -1.091 -1.938 0.3 -0.1 -0.4
C -4.704 -0.826 -1.715 0.2 0.4 0.1
N -4.140 -0.842 -0.490 0.2 0.0 -1.1
H -4.867 -1.777 2.473 0.2 0.2 -0.2
H -4.571 -0.386 4.234 -0.2 -0.1 0.4
H -3.291 1.516 5.258 -0.1 0.1 0.4
H -1.639 2.718 3.830 -0.1 0.0 -0.1
H -1.258 1.861 1.534 0.2 0.0 -0.1
H -6.785 -1.787 1.276 -0.1 -0.2 0.0
H -7.833 -1.758 -0.928 0.1 0.1 -0.3
H -6.456 -1.053 -2.931 0.1 0.0 -0.1
H -4.046 -0.600 -2.547 0.0 0.0 0.1
```
Positions in Å, forces in eV/Å.


Entry 2:
This record from the Open Molecules 2025 dataset describes an isolated molecule of C4H6F2O in a non-equilibrium geometry. The level of theory is ωB97M-V with the def2-TZVPD basis set.

The largest force on an atom comes out at 0.0832 Eh/bohr. As for the spin multiplicity: 1. For the energy above the lowest of the compared OMol25 structures with the same formula, charge and spin, the calculation gives 31.9 kcal/mol. As for the energy: -430.93309 Ha. The value obtained for the HOMO energy is -0.4000 Ha. The SMILES is CC1(C)OC1(F)F. For the frontier orbital gap, the calculation gives 0.4312 Ha.

XYZ file:
```
13
Properties=species:S:1:pos:R:3:forces:R:3
C -0.139 -0.948 -1.108 1.5 3.7 -1.6
C -0.012 0.227 -0.086 -1.5 -2.2 0.8
C 1.293 0.290 0.590 1.0 -3.0 0.5
O -0.640 1.488 -0.346 -1.6 -0.6 0.4
C -1.229 0.641 0.631 -0.3 0.5 -1.2
F -1.303 1.123 1.874 0.3 -0.1 -0.4
F -2.475 0.098 0.353 1.7 0.8 0.0
H 0.487 -0.465 -1.949 -0.9 -1.5 0.7
H -1.094 -1.203 -1.466 -1.6 0.7 -0.5
H 0.189 -1.910 -0.850 1.4 -0.9 1.0
H 1.247 0.601 1.609 -0.3 0.3 0.8
H 2.067 0.879 0.152 0.3 0.4 -0.9
H 1.611 -0.822 0.596 0.1 1.8 0.2
```
Positions in Å, forces in eV/Å.


Entry 3:
This record from the Open Molecules 2025 dataset describes a structure of composition C48H40F10N2O3PbS2. The level of theory is ωB97M-V with the def2-TZVPD basis set.

The largest force on an atom comes out at 0.0117 Eh/bohr. As for the spin multiplicity: 1. As for the energy: -4175.72645 Ha. The value obtained for the HOMO energy (alpha / beta) is -0.4784 / -0.4745 Ha. As for the net charge: +2. For the frontier orbital gap (alpha / beta), the calculation gives 0.1900 / 0.2026 Ha.

XYZ file:
```
106
Properties=species:S:1:pos:R:3:forces:R:3
Pb 0.305 -0.187 -0.543 0.0 0.1 -0.6
C -1.259 -2.352 -2.607 0.0 0.0 -0.1
N -1.562 -1.812 -1.279 0.1 0.0 0.1
C -2.869 -1.147 -1.286 0.0 0.0 0.0
C -1.516 -2.831 -0.223 -0.1 -0.1 0.1
C -0.175 -3.557 -0.169 0.0 0.1 0.0
N 0.937 -2.663 -0.468 0.1 0.0 -0.1
C 2.167 -3.150 -0.618 0.0 0.0 0.1
C 3.205 -2.252 -1.015 0.0 0.0 0.0
F 2.874 -0.966 -1.236 0.0 0.0 0.0
C 4.503 -2.642 -1.184 0.0 0.0 0.0
F 5.408 -1.753 -1.567 0.0 0.0 0.0
C 4.878 -3.964 -0.958 0.0 0.0 0.0
C 3.912 -4.870 -0.556 -0.1 0.0 0.0
F 4.247 -6.127 -0.318 0.0 0.0 0.0
C 2.596 -4.495 -0.382 0.0 0.1 0.0
F 1.731 -5.404 0.041 0.0 0.0 0.0
H -1.954 -3.157 -2.872 0.0 0.0 0.0
H -1.335 -1.556 -3.348 0.0 0.0 0.0
H -0.245 -2.743 -2.646 0.0 0.0 0.0
H -3.648 -1.837 -1.636 0.0 0.0 0.0
H -3.092 -0.862 -0.255 0.0 0.0 0.0
H -3.156 -0.141 -2.944 0.0 0.0 0.0
H -1.719 -2.335 0.729 0.1 0.0 -0.1
H -2.296 -3.590 -0.369 0.0 0.0 0.0
H -0.058 -3.973 0.836 0.0 -0.1 0.0
H -0.166 -4.402 -0.861 0.0 0.0 0.0
H 5.905 -4.275 -1.086 0.0 0.0 0.0
C 4.340 8.935 -1.417 0.0 0.0 0.0
C 3.571 7.713 -1.008 0.0 0.0 0.0
C 2.223 7.799 -0.666 0.0 0.0 0.0
C 1.513 6.682 -0.257 0.1 0.0 0.0
C 2.167 5.461 -0.196 -0.1 0.1 0.0
C 3.516 5.349 -0.499 0.0 0.0 0.0
C 4.206 6.475 -0.917 0.0 0.0 0.0
S 1.267 4.022 0.338 -0.1 0.0 0.1
O 0.049 4.493 1.062 0.0 -0.1 -0.1
C 0.690 3.425 -1.264 -0.1 0.0 0.0
C 1.646 2.754 -2.063 0.0 0.0 0.0
C 1.269 2.173 -3.235 0.0 0.0 0.0
C -0.083 2.212 -3.661 0.1 -0.1 0.0
C -0.493 1.579 -4.860 0.0 0.0 0.0
C -1.794 1.643 -5.270 0.0 0.0 0.0
C -2.744 2.347 -4.498 0.0 0.0 0.0
C -2.378 2.963 -3.336 0.0 0.0 0.0
C -1.036 2.909 -2.882 0.0 0.0 0.1
C -0.622 3.527 -1.657 0.0 0.0 -0.1
C -1.626 4.342 -0.916 0.0 0.1 0.1
C -1.800 5.702 -1.251 0.0 0.0 0.0
C -1.062 6.312 -2.293 0.0 0.1 0.0
C -1.241 7.642 -2.581 0.0 0.0 0.0
C -2.145 8.408 -1.835 0.0 0.0 0.0
C -2.872 7.837 -0.807 0.0 0.0 0.0
C -2.717 6.484 -0.502 0.0 0.0 0.0
C -3.464 5.872 0.556 0.0 0.0 0.0
C -3.337 4.558 0.851 0.0 0.0 0.0
C -2.443 3.761 0.090 0.0 0.0 -0.1
S -2.339 2.068 0.270 0.2 0.0 0.3
O -2.820 0.018 -2.056 0.0 0.0 -0.1
C -2.819 1.779 1.942 -0.3 0.0 -0.1
C -2.179 2.443 2.984 0.1 0.0 0.0
C -2.554 2.161 4.284 0.0 0.0 0.0
C -3.546 1.222 4.567 0.0 0.0 0.0
C -3.904 0.892 5.985 0.0 0.0 0.0
C -4.176 0.574 3.505 0.0 0.0 0.0
C -3.825 0.850 2.195 0.0 0.0 0.1
H 3.679 9.708 -1.804 0.0 0.0 0.0
H 5.080 8.698 -2.181 0.0 0.0 0.0
H 4.872 9.352 -0.561 0.0 0.0 0.0
H 1.725 8.760 -0.708 0.0 0.0 0.0
H 0.477 6.755 0.044 0.0 0.0 0.0
H 4.032 4.403 -0.394 0.0 0.0 0.0
H 5.258 6.397 -1.158 0.0 0.0 0.0
H 2.679 2.714 -1.738 0.0 0.0 0.0
H 2.000 1.674 -3.859 0.0 0.0 0.0
H 0.249 1.062 -5.455 0.0 0.0 0.0
H -2.096 1.175 -6.197 0.0 0.0 0.0
H -3.770 2.404 -4.837 0.0 0.0 0.0
H -3.121 3.496 -2.758 0.0 0.0 0.0
H -0.351 5.727 -2.861 0.0 0.0 0.0
H -0.678 8.101 -3.382 0.0 0.0 0.0
H -2.277 9.457 -2.065 0.0 0.0 0.0
H -3.567 8.434 -0.233 0.0 0.0 0.0
H -4.166 6.484 1.109 0.0 0.0 0.0
H -3.928 4.104 1.633 0.0 0.0 0.0
H -1.391 3.154 2.775 0.0 0.1 0.0
H -2.055 2.670 5.098 0.0 0.0 0.0
H -3.739 1.743 6.644 0.0 0.0 0.0
H -3.284 0.069 6.346 0.0 0.0 0.0
H -4.945 0.585 6.069 0.0 0.0 0.0
H -4.960 -0.144 3.707 0.0 0.0 0.0
H -4.353 0.372 1.381 0.0 0.0 0.0
C 2.040 -1.638 2.354 0.0 0.0 0.1
C 0.920 -0.645 2.656 -0.1 0.0 0.0
O 0.233 -0.177 1.549 -0.1 -0.1 0.1
C 1.541 0.583 3.364 0.0 0.0 0.0
F 2.041 0.266 4.562 0.0 0.0 0.0
F 2.552 1.060 2.608 0.0 0.0 0.0
F 0.675 1.581 3.526 -0.1 0.0 0.0
C -0.121 -1.344 3.561 0.0 0.0 0.0
F -1.051 -0.503 4.013 0.0 0.0 0.0
F -0.759 -2.292 2.832 0.0 0.0 0.1
F 0.430 -1.961 4.606 0.0 0.0 0.0
H 2.704 -1.212 1.602 0.0 0.0 0.0
H 1.613 -2.572 1.995 0.0 0.0 0.0
H 2.629 -1.854 3.244 0.0 0.0 0.0
```
Positions in Å, forces in eV/Å.